1.
ORCA calculation (ωB97M-V with the def2-TZVPD basis set) on the ion C23H32N3O2 with charge +1 in a non-equilibrium geometry.

Properties
- SMILES string = CN1CCc2cc(C(c3ccc4c(c3)CCN4C)[NH+](CCO)CCO)ccc21
- frontier orbital gap (eV) = 7.05
- HOMO energy (eV) = -9.60
- electronic energy (Ha) = -1210.0255
- LUMO energy (eV) = -2.6
- total charge = +1

Each line ends with the natural charge from an NBO analysis.
Element x y z (Å)
O: -2.219 3.697 0.498  -0.7418
O: -0.498 2.688 3.341  -0.7307
N: 0.106 2.314 0.638  -0.4876
N: -4.853 -2.065 -0.788  -0.3928
N: 5.004 -2.074 -0.545  -0.3819
C: 2.518 0.482 -0.466  -0.1864
C: -1.179 -0.224 -0.131  -0.0684
C: -3.580 -1.600 -0.714  0.2199
C: 1.478 -1.533 0.439  -0.1381
C: 5.497 -3.424 -0.428  -0.4047
C: 3.760 -1.603 -0.268  0.2340
C: -5.842 -1.056 -0.436  -0.1931
C: -5.255 -3.421 -1.100  -0.4006
C: -1.209 -1.529 -0.695  -0.1930
C: 3.690 -0.227 -0.589  0.0117
C: 5.028 0.249 -1.010  -0.4551
C: -3.600 -0.256 -0.271  -0.0502
C: -1.338 3.869 -0.609  -0.0913
C: -4.995 0.203 -0.127  -0.4387
C: 5.910 -1.017 -0.973  -0.1960
C: 1.127 2.278 1.672  -0.2465
C: 1.373 -0.174 0.077  -0.1897
C: 0.043 3.621 -0.119  -0.2233
C: -2.418 0.423 0.052  -0.2206
C: 0.107 0.605 0.011  -0.0002
C: -2.369 -2.239 -0.966  -0.2773
C: 0.639 1.890 3.036  -0.0759
C: 2.616 -2.278 0.222  -0.3020
H: -3.114 4.061 0.367  0.4993
H: 0.568 -2.050 0.775  0.2379
H: -1.628 3.175 -1.400  0.1870
H: -1.371 4.908 -0.942  0.2054
H: -0.273 -1.966 -1.044  0.2275
H: -2.370 -3.268 -1.344  0.2271
H: 6.748 -0.900 -0.267  0.1980
H: -5.260 1.019 -0.819  0.2219
H: 0.390 4.353 0.622  0.2385
H: -0.831 1.962 0.929  0.4853
H: 0.254 1.340 -0.807  0.1989
H: -6.433 -1.373 0.437  0.1942
H: 2.658 -3.341 0.422  0.2292
H: 2.020 1.698 1.390  0.2397
H: 1.453 2.093 3.749  0.1929
H: 2.478 1.516 -0.821  0.2045
H: -4.373 -4.065 -1.160  0.2107
H: -5.785 -3.453 -2.063  0.2011
H: 6.058 -3.586 0.507  0.2021
H: 0.366 0.831 3.079  0.1779
H: -5.927 -3.807 -0.319  0.2053
H: 6.344 -1.256 -1.956  0.2000
H: 1.465 3.295 1.721  0.2041
H: -0.793 2.516 4.255  0.4884
H: 6.185 -3.623 -1.262  0.2134
H: -2.487 1.456 0.353  0.2150
H: 5.426 1.028 -0.341  0.2268
H: -5.220 0.603 0.872  0.2268
H: 4.668 -4.138 -0.456  0.2138
H: 0.756 3.574 -0.946  0.2214
H: 5.034 0.691 -2.014  0.2294
H: -6.545 -0.890 -1.266  0.1968



2.
ORCA calculation (ωB97M-V with the def2-TZVPD basis set) on the ion C8H16N6S with charge +2 in a non-equilibrium geometry.

Properties
- expectation value of S² = 2.02
- frontier orbital gap (alpha / beta) (eV) = 7.47 / 7.43
- HOMO energy (alpha / beta) (eV) = -13.61 / -15.67
- electronic energy (Ha) = -1040.4061
- LUMO energy (alpha / beta) (eV) = -6.1 / -8.2
- total charge = +2
- multiplicity = 3

Each line ends with the natural charge from an NBO analysis.
Element x y z (Å)
S: 4.334 2.514 -2.149  0.8466
N: -0.167 0.917 -1.317  -0.7207
N: -2.162 -2.532 2.608  -0.6745
N: 1.759 -0.170 -0.725  -0.5838
N: 3.620 3.915 -2.549  -0.5915
N: 1.823 2.800 -1.922  -0.5054
N: 4.414 0.163 -0.636  -0.3113
C: 2.774 1.899 -1.595  -0.0794
C: 0.399 -0.127 -0.890  0.4622
C: 2.348 3.940 -2.362  0.4364
C: 1.606 5.145 -2.646  -0.6901
C: -0.319 -1.481 -0.660  -0.4954
C: 2.777 0.614 -1.056  0.3077
C: -0.562 -1.818 0.804  -0.4505
C: -2.091 -2.186 1.146  -0.2344
H: -0.038 -2.830 0.935  0.2257
H: 4.315 -0.925 -0.323  0.3195
H: 0.296 -2.144 -1.361  0.2624
H: -2.383 -1.718 3.149  0.4541
H: 1.343 5.727 -1.743  0.2676
H: -2.979 -3.091 2.786  0.4517
H: -1.204 1.066 -1.323  0.3977
H: -2.263 -3.093 0.466  0.2621
H: -1.366 -3.121 2.955  0.4635
H: -2.785 -1.346 0.912  0.2498
H: -1.323 -1.245 -1.216  0.2524
H: 0.863 2.578 -1.723  0.4742
H: 0.066 -1.114 1.419  0.2464
H: 1.967 -1.136 -0.394  0.4184
H: 2.293 5.810 -3.148  0.2792
H: 0.648 5.014 -3.285  0.2597



3.
ORCA calculation (ωB97M-V with the def2-TZVPD basis set) on a structure of composition C24H56N4NbO in a non-equilibrium geometry.

Properties
- frontier orbital gap (eV) = 7.36
- HOMO energy (eV) = -4.97
- electronic energy (Ha) = -1299.0111
- LUMO energy (eV) = 2.4
- total charge = -1

Each line ends with the Löwdin charge.
Element x y z (Å)
Nb: -0.109 1.172 5.000  1.1638
O: -1.772 -0.584 7.846  0.0577
N: 0.073 -0.497 6.387  -0.1285
N: 2.041 0.487 -0.876  -0.1909
N: 1.403 -5.291 -1.262  -0.1969
N: -3.226 3.037 -1.865  -0.1975
C: 3.633 -0.727 -2.349  -0.0925
C: -2.540 4.710 -3.564  -0.0950
C: 2.157 -0.449 0.232  -0.2506
C: -0.634 2.987 3.771  -0.4563
C: -2.783 2.087 -0.854  -0.2411
C: -4.484 2.726 -2.517  -0.2516
C: 1.157 -4.515 -2.462  -0.2747
C: 0.229 -3.332 -2.229  -0.0843
C: 1.437 1.767 -0.545  -0.2545
C: 2.264 2.767 0.268  -0.0783
C: -2.244 0.735 -1.329  -0.0861
C: -2.159 3.491 -2.735  -0.2776
C: 3.198 0.600 -1.742  -0.2796
C: 1.368 4.984 5.860  0.0820
C: 3.311 -0.250 1.215  -0.0826
C: 0.224 -5.803 -0.586  -0.2446
C: -0.873 -0.584 7.105  -0.6595
C: -1.224 5.021 5.319  -0.2320
C: -0.737 -6.689 -1.388  -0.0859
C: -4.476 1.682 -3.640  -0.0869
C: 2.384 -7.359 -2.407  -0.0909
C: 0.200 5.003 5.610  -0.1969
C: -1.738 3.830 4.466  -0.3337
C: 2.512 -6.219 -1.390  -0.2533
H: 1.694 -8.131 -2.068  0.0522
H: -1.306 3.769 -2.111  0.1138
H: 0.448 0.195 3.543  -0.1916
H: -1.730 4.966 6.282  0.1036
H: 3.123 0.587 1.885  0.0515
H: -0.790 -3.649 -2.002  0.0658
H: 2.730 -6.645 -0.407  0.1109
H: -2.915 5.512 -2.927  0.0785
H: -1.093 2.584 2.860  0.0052
H: 3.402 -5.635 -1.648  0.1082
H: 2.353 4.893 6.211  0.0091
H: -3.672 1.852 -4.358  0.0641
H: 0.230 3.569 3.447  0.0191
H: 3.356 -7.840 -2.541  0.0671
H: -1.808 0.525 4.632  -0.1335
H: -3.040 0.081 -1.684  0.0530
H: 2.060 -7.004 -3.386  0.0641
H: 1.769 3.741 0.261  0.0693
H: 2.800 -1.218 -2.857  0.0664
H: -4.384 0.667 -3.254  0.0527
H: 0.184 -2.713 -3.126  0.0731
H: 3.414 -1.141 1.839  0.0743
H: 1.640 1.672 5.215  -0.1742
H: -0.975 -6.265 -2.365  0.0643
H: -5.419 1.730 -4.190  0.0677
H: -2.000 2.575 -0.265  0.1038
H: 1.218 -0.458 0.790  0.1033
H: 2.945 1.272 -2.567  0.1144
H: 4.272 -0.093 0.720  0.0629
H: -1.664 5.083 -4.096  0.0695
H: 1.152 2.253 -1.487  0.1021
H: 2.235 -1.461 -0.180  0.0874
H: -1.498 0.841 -2.118  0.0647
H: -2.478 4.153 3.730  0.0847
H: 4.030 -1.409 -1.597  0.0651
H: 0.492 1.587 -0.024  0.1005
H: -1.678 -6.792 -0.842  0.0707
H: 0.589 -2.707 -1.410  0.0676
H: 4.058 1.053 -1.224  0.1001
H: 3.265 2.908 -0.144  0.0636
H: -4.892 3.656 -2.927  0.0987
H: -0.343 -7.694 -1.534  0.0508
H: 0.752 -5.132 -3.280  0.0995
H: 2.353 2.467 1.311  0.0586
H: -3.301 4.476 -4.311  0.0609
H: 4.422 -0.557 -3.085  0.0680
H: -1.762 0.222 -0.494  0.0719
H: -0.344 -4.949 -0.206  0.1051
H: 0.539 -6.339 0.312  0.1149
H: -5.209 2.425 -1.756  0.1139
H: -1.805 2.696 -3.409  0.1015
H: -3.599 1.916 -0.148  0.1143
H: -2.276 3.163 5.133  0.0357
H: -1.556 5.952 4.864  0.1009
H: -0.695 2.128 6.476  -0.1035
H: 2.113 -4.120 -2.818  0.1127



4.
ORCA calculation (ωB97M-V with the def2-TZVPD basis set) on the molecule C3H2OS2 in a non-equilibrium geometry.

Properties
- SMILES string = O=c1ccss1
- frontier orbital gap (alpha / beta) (eV) = 8.30 / 8.30
- HOMO energy (alpha / beta) (eV) = -8.61 / -8.61
- ΔE to the lowest compared entry with this formula, charge and spin (eV) = 0.313
- electronic energy (Ha) = -987.1109
- LUMO energy (alpha / beta) (eV) = -0.3 / -0.3
- total charge = 0

Each line ends with the natural charge from an NBO analysis.
Element x y z (Å)
S: 2.132 -0.291 0.000  -0.1829
S: 0.860 -1.844 0.004  0.3015
O: 0.837 2.294 0.009  -0.4872
C: -0.642 0.368 -0.010  -0.4831
C: -0.610 -0.992 -0.002  -0.2807
C: 0.495 1.171 -0.005  0.6296
H: -1.581 0.901 -0.018  0.2570
H: -1.492 -1.607 0.022  0.2459